#w
A molecular structure, C4H13N3O2. Source: OMol25; level of theory: wB97M-V/def2-TZVPD.

## Properties
2S+1: 1
Gap between HOMO and LUMO (spin up / spin down) in eV: 9.30 / 9.30

Atoms and positions in Å:
C: 2.27710 0.17280 -0.96044
C: 3.58172 -0.45882 -0.50332
O: 1.13706 -0.35356 -0.29349
O: 1.19607 0.03768 1.09543
H: 0.47195 0.69076 1.14747
H: 2.30314 1.26243 -0.83778
H: 2.07108 -0.05513 -2.01041
H: 4.41806 -0.03378 -1.05934
H: 3.56145 -1.53557 -0.67025
H: 3.73533 -0.27274 0.55834
C: -2.08799 0.13625 -1.04105
C: -2.03825 -1.07990 1.05133
N: -2.22776 0.20395 0.40161
N: -1.19000 1.72166 1.22916
N: -2.15377 2.26710 1.53265
H: -2.93813 1.17911 0.94224
H: -2.21476 1.13389 -1.46442
H: -1.09681 -0.24250 -1.30225
H: -2.12412 -0.95991 2.13184
H: -1.04888 -1.47857 0.81424
H: -2.79034 -1.80694 0.71934
H: -2.84212 -0.52822 -1.48091



#x
A molecular structure, C4H13N3O2. Source: OMol25; level of theory: wB97M-V/def2-TZVPD.

## Properties
2S+1: 1
Gap between HOMO and LUMO in eV: 7.92

Atoms and positions in Å:
C: 1.82694 -1.29593 1.34097
N: 1.25194 -0.15959 1.39501
N: 1.44148 -1.64398 -1.19133
O: 3.11216 -1.53924 1.07238
H: 3.47778 -0.82590 0.51411
H: 1.32780 -2.15098 1.76926
H: 1.72610 0.60016 0.90796
H: -0.22182 0.04272 1.20266
H: 1.57446 -2.64743 -1.23370
H: 1.89401 -1.26017 -2.01922
C: -1.77779 2.51229 -0.06066
C: -1.44639 1.06857 -0.21611
N: -1.35935 0.21819 0.95108
C: -1.44434 0.35367 -1.36303
O: -1.38606 -0.99051 -1.21445
H: 0.43011 -1.44467 -1.27772
H: -1.82191 0.65616 1.74116
H: -1.40874 -0.96791 0.07735
H: -1.60937 0.80150 -2.33907
H: -1.01176 3.03200 0.52489
H: -2.73108 2.65807 0.45861
H: -1.84418 2.98297 -1.04016



Relative energy of each structure, in kJ/mol: #w 338.5; #x 0.0.



#w
C23H35N3O4 in the gas phase. Source: OMol25; level of theory: wB97M-V/def2-TZVPD.

## Properties
2S+1: 1
SMILES string: Cc1ccc(OCCN(C)C(=O)[C@@H]2CCC(=O)N(CCCN3CCOCC3)C2)cc1
Gap between HOMO and LUMO in eV: 8.99

Atoms and positions in Å:
C: -2.14814 -3.84192 -2.42424
C: -2.53330 -3.00595 -1.24128
C: -1.67868 -2.85412 -0.15646
C: -2.02966 -2.05903 0.91505
C: -3.25004 -1.38576 0.92788
O: -3.47160 -0.60867 2.03508
C: -4.65447 0.14250 2.15701
C: -4.70098 1.38137 1.23231
N: -3.37961 1.92792 1.00686
C: -2.68088 2.40290 2.17804
C: -2.85446 1.80747 -0.23891
O: -3.52775 1.42189 -1.17711
C: -1.37249 2.11697 -0.42144
C: -1.07923 2.62071 -1.84476
C: -0.02988 1.76718 -2.56243
C: 1.14909 1.43426 -1.67384
O: 2.31188 1.55693 -2.01012
N: 0.77681 0.97012 -0.45816
C: 1.77460 0.49820 0.47310
C: 2.04472 -0.99839 0.29813
C: 3.27862 -1.43791 1.08427
N: 4.42692 -0.58265 0.84668
C: 4.90775 -0.62343 -0.52702
C: 6.06942 0.35650 -0.68263
O: 7.12327 0.07124 0.20985
C: 6.65556 0.10104 1.53520
C: 5.52047 -0.90007 1.74786
C: -0.62282 0.79576 -0.17114
C: -4.12223 -1.55083 -0.13848
C: -3.75598 -2.35072 -1.20637
H: -1.89622 -3.20215 -3.27032
H: -2.97361 -4.48305 -2.72749
H: -1.28559 -4.46343 -2.19709
H: -0.72587 -3.36434 -0.14968
H: -1.37067 -1.94565 1.76267
H: -5.54260 -0.47768 1.98476
H: -4.65380 0.45838 3.20455
H: -5.09219 1.12220 0.24719
H: -5.35086 2.13718 1.68481
H: -2.03801 1.63101 2.60907
H: -3.42064 2.68895 2.92462
H: -2.08235 3.28304 1.94873
H: -1.02146 2.85054 0.30411
H: -2.00327 2.59642 -2.42552
H: -0.73122 3.65360 -1.80086
H: -0.48234 0.82333 -2.87773
H: 0.33630 2.28071 -3.45126
H: 2.69780 1.04455 0.27140
H: 1.44890 0.71389 1.49387
H: 1.18383 -1.57976 0.63488
H: 2.18468 -1.19952 -0.76466
H: 3.05637 -1.37876 2.15455
H: 3.50028 -2.49485 0.84452
H: 4.11262 -0.31144 -1.20324
H: 5.24420 -1.63967 -0.80157
H: 6.49098 0.29325 -1.68664
H: 5.69785 1.37645 -0.50747
H: 7.50898 -0.14296 2.17083
H: 6.29118 1.11041 1.78073
H: 5.16366 -0.83105 2.77854
H: 5.90488 -1.92230 1.57537
H: -0.73107 0.48780 0.86969
H: -1.06475 0.01288 -0.80078
H: -5.08326 -1.06405 -0.15908
H: -4.44049 -2.46020 -2.03466



#x
C23H35N3O4 in the gas phase. Source: OMol25; level of theory: wB97M-V/def2-TZVPD.

## Properties
2S+1: 1
SMILES string: COc1cccc(CN2CCNC(=O)[C@H]2CC(=O)NCCCC2CCCC2)c1OC
Gap between HOMO and LUMO in eV: 8.81

Atoms and positions in Å:
C: -4.01232 3.44692 1.23742
O: -2.62435 3.56265 1.42108
C: -1.93590 2.49185 1.93969
C: -2.55180 1.30618 2.32020
C: -1.82303 0.27207 2.88049
C: -0.46221 0.40691 3.06653
C: 0.17931 1.57206 2.67393
C: 1.67287 1.71527 2.81069
N: 2.29268 1.63492 1.49769
C: 3.65716 2.08792 1.39407
C: 3.88192 2.47705 -0.06575
N: 3.47421 1.39086 -0.92800
C: 2.57987 0.43994 -0.62353
O: 2.23591 -0.39857 -1.44459
C: 2.08291 0.38579 0.81096
C: 2.74144 -0.86898 1.46941
C: 1.71538 -1.98520 1.61257
O: 1.37563 -2.42741 2.69358
N: 1.23623 -2.41249 0.43220
C: 0.09547 -3.29051 0.33452
C: -1.19563 -2.52238 0.03033
C: -1.14746 -1.71208 -1.26734
C: -0.95056 -2.55305 -2.52562
C: -0.85795 -1.70015 -3.79324
C: -1.12271 -2.70831 -4.90490
C: -2.26797 -3.56042 -4.34944
C: -2.10359 -3.52953 -2.81787
C: -0.54381 2.62246 2.09838
O: 0.19346 3.72905 1.78006
C: -0.22027 4.58300 0.73885
H: -4.32974 4.40052 0.81712
H: -4.26340 2.64360 0.53704
H: -4.53342 3.28071 2.18579
H: -3.61549 1.18507 2.19349
H: -2.32554 -0.63624 3.17511
H: 0.10895 -0.40166 3.49597
H: 2.04756 0.95266 3.51039
H: 1.90307 2.70348 3.21402
H: 4.39180 1.32229 1.69587
H: 3.79617 2.96612 2.02582
H: 3.28692 3.37072 -0.29035
H: 4.93655 2.69903 -0.25175
H: 3.77787 1.41839 -1.89215
H: 0.99868 0.22475 0.77208
H: 3.11431 -0.61849 2.46249
H: 3.57801 -1.22353 0.86409
H: 1.52305 -1.92481 -0.41142
H: 0.28774 -4.04036 -0.43681
H: -0.00185 -3.79394 1.29963
H: -2.01731 -3.23916 -0.01379
H: -1.38888 -1.83761 0.86006
H: -0.33810 -0.98096 -1.21387
H: -2.08391 -1.15438 -1.35727
H: -0.01675 -3.11401 -2.43686
H: 0.10830 -1.20680 -3.88344
H: -1.63938 -0.93747 -3.78621
H: -1.37991 -2.23727 -5.85297
H: -0.23555 -3.32474 -5.05885
H: -2.24110 -4.57611 -4.74264
H: -3.22515 -3.12144 -4.63343
H: -1.88924 -4.52112 -2.42055
H: -3.02163 -3.17655 -2.34648
H: 0.65244 5.19421 0.50506
H: -0.51451 4.01830 -0.14936
H: -1.04543 5.23096 1.04184



Relative energy of each structure, in kJ/mol: #w 21.4; #x 0.0.



#w
2 unconnected molecules or ions with the total composition C4H11NO2S. Source: OMol25; level of theory: wB97M-V/def2-TZVPD.

## Properties
2S+1: 1
SMILES string: NC(=O)CCCS.O
Gap between HOMO and LUMO in eV: 9.64

Atoms and positions in Å:
N: 2.78125 -1.86704 0.95832
C: 1.45212 -2.16557 0.63399
O: 0.65823 -2.88722 1.20761
C: 0.89930 -1.65845 -0.75621
C: 1.24130 -0.16817 -0.97347
C: 0.09618 0.72784 -1.31264
S: -0.87920 1.25462 0.22369
H: 3.23819 -2.25394 1.86526
H: 3.42881 -1.37365 0.38729
H: 0.98336 -2.33045 -1.70682
H: -0.22002 -1.76830 -0.48189
H: 1.94637 -0.01816 -0.04900
H: 1.83791 -0.06886 -1.98283
H: 0.32764 1.72143 -1.54873
H: -0.68626 0.30150 -2.05025
H: -0.31295 0.37367 1.11657
O: -5.87262 4.26925 1.52418
H: -5.59953 4.00347 0.68204
H: -5.32007 3.90805 2.26291



#x
2 unconnected molecules or ions with the total composition C4H11NO2S. Source: OMol25; level of theory: wB97M-V/def2-TZVPD.

## Properties
2S+1: 1
SMILES string: NC(=O)CCCS.O
Gap between HOMO and LUMO in eV: 9.70

Atoms and positions in Å:
N: 2.02952 0.68734 -0.92811
C: 1.00362 -0.12940 -1.34875
O: 1.18737 -1.29994 -1.61613
C: -0.37441 0.50639 -1.33601
C: -0.93695 0.48106 0.08732
C: -1.29178 -0.92090 0.56647
S: -2.71871 -1.67708 -0.25083
H: 2.95619 0.32484 -1.08922
H: 1.92290 1.69046 -1.06490
H: -0.33610 1.51731 -1.75393
H: -0.99813 -0.11022 -1.97283
H: -0.22166 0.90914 0.81190
H: -1.75387 1.19636 0.21340
H: -0.38018 -1.51928 0.55968
H: -1.59193 -0.88222 1.61700
H: -2.06797 -2.39703 -1.17033
O: 1.17481 0.92696 2.91465
H: 1.60264 0.39719 2.21983
H: 0.79464 0.29903 3.54078



#y
2 unconnected molecules or ions with the total composition C4H11NO2S. Source: OMol25; level of theory: wB97M-V/def2-TZVPD.

## Properties
2S+1: 1
SMILES string: C[C@H](CS)NC=O.O
Gap between HOMO and LUMO in eV: 9.89

Atoms and positions in Å:
C: -1.79472 1.61320 -0.33535
C: -0.55718 0.75458 -0.04847
C: 0.68642 1.57246 0.29226
S: 0.93920 1.85328 2.03173
N: -0.35186 -0.25226 -1.10655
C: -0.70651 -1.53249 -0.87814
O: -1.27957 -1.94477 0.09557
H: -2.53122 0.98676 -0.83543
H: -1.60558 2.53472 -0.88978
H: -2.27174 1.93346 0.59273
H: -0.82077 0.15611 0.82057
H: 1.54664 1.00972 -0.08135
H: 0.70294 2.52042 -0.24532
H: -0.27493 2.37035 2.27451
H: 0.27731 0.05257 -1.82215
H: -0.41402 -2.19661 -1.70092
O: 3.07358 -3.89678 0.32552
H: 2.95232 -4.35653 1.14569
H: 2.42971 -3.17819 0.36488



#z
2 unconnected molecules or ions with the total composition C4H11NO2S. Source: OMol25; level of theory: wB97M-V/def2-TZVPD.

## Properties
2S+1: 1
SMILES string: CNC(=O)CCS.O
Gap between HOMO and LUMO in eV: 9.79

Atoms and positions in Å:
C: 0.13385 -2.57602 2.03815
N: 0.94012 -1.38347 1.86176
C: 0.70648 -0.38295 0.95218
O: 1.32666 0.66375 1.06215
C: -0.27766 -0.74708 -0.14204
C: -0.42885 0.33349 -1.20070
S: -2.09635 0.48165 -1.85244
H: 0.74740 -3.27544 2.61074
H: -0.85153 -2.37472 2.45543
H: -0.03323 -3.10607 1.09989
H: 1.46938 -1.03815 2.64612
H: -1.26693 -0.85636 0.29925
H: 0.06889 -1.69656 -0.55859
H: -0.23220 1.32351 -0.78510
H: 0.31790 0.29437 -1.98492
H: -2.02826 -0.40690 -2.85339
O: 1.67477 2.88689 -0.64472
H: 2.57471 2.55540 -0.54405
H: 1.21000 2.55977 0.14132



Relative energy of each structure, in kJ/mol: #w 192.4; #x 0.0; #y 60.8; #z 30.6.



#w
2 unconnected molecules or ions with the total composition C4H11NO2S. Source: OMol25; level of theory: wB97M-V/def2-TZVPD.

## Properties
2S+1: 1
SMILES string: CC1(C)CS1(=O)=O.N
Gap between HOMO and LUMO in eV: 10.60

Atoms and positions in Å:
C: 0.00627 -1.33124 -0.65680
C: 0.65656 -0.00089 -0.41785
C: 0.18158 1.03288 -1.37824
C: 0.89464 0.45294 1.08480
S: 2.33104 -0.01131 0.18319
O: 3.14637 1.12058 -0.16538
O: 3.03294 -1.25132 0.52195
H: -1.11713 -1.14277 -0.61014
H: 0.12658 -2.00533 0.11414
H: 0.09763 -1.72530 -1.58381
H: 0.79732 1.90632 -1.12984
H: -0.85283 1.31155 -1.09122
H: 0.07804 0.71841 -2.40654
H: 0.29509 -0.30012 1.65732
H: 0.77775 1.46573 1.52307
N: -2.48206 -0.18923 1.20777
H: -2.32535 0.76445 1.44307
H: -3.47639 -0.40295 1.40721
H: -2.16807 -0.41241 0.29730



#x
2 unconnected molecules or ions with the total composition C4H11NO2S. Source: OMol25; level of theory: wB97M-V/def2-TZVPD.

## Properties
2S+1: 1
SMILES string: NC(=O)CCCS.O
Gap between HOMO and LUMO in eV: 9.64

Atoms and positions in Å:
N: -0.22272 -1.13549 -2.07109
C: -0.23295 0.13929 -1.54064
O: -1.15681 0.89891 -1.73999
C: 0.99236 0.61835 -0.78843
C: 0.87832 0.12812 0.64069
C: -0.10837 0.97016 1.45892
S: 0.70275 2.49018 2.01147
H: -1.07073 -1.55153 -2.40960
H: 0.42903 -1.75707 -1.65298
H: 1.91550 0.25857 -1.25965
H: 1.11352 1.69215 -0.89637
H: 0.58154 -0.92699 0.67137
H: 1.78218 0.01774 1.25205
H: -0.99320 1.23465 0.87813
H: -0.54074 0.44722 2.31399
H: 0.05852 3.43785 1.28839
O: -1.21730 -2.53481 0.89390
H: -1.45775 -1.59891 0.95770
H: -1.45316 -2.82837 -0.00785



Relative energy of each structure, in kJ/mol: #w 288.3; #x 0.0.



#w
2 unconnected molecules or ions with the total composition C2H7N. Source: OMol25; level of theory: wB97M-V/def2-TZVPD.

## Properties
2S+1: 1
SMILES string: C=N.C
Gap between HOMO and LUMO in eV: 10.61

Atoms and positions in Å:
C: -1.66326 1.13345 1.03512
N: -0.49384 0.73139 0.65805
H: -1.90283 1.53874 2.02424
H: -2.37616 1.35992 0.23419
H: -0.56232 0.16790 1.54413
C: 1.42551 -0.96289 -1.11469
H: 2.23573 -0.83070 -0.41454
H: 1.51965 -0.34462 -2.00099
H: 1.35090 -2.02651 -1.31997
H: 0.46662 -0.76668 -0.64553



#x
C2H7N in the gas phase. Source: OMol25; level of theory: wB97M-V/def2-TZVPD.

## Properties
2S+1: 1
SMILES string: CCN
Gap between HOMO and LUMO in eV: 10.28

Atoms and positions in Å:
C: -0.59940 -0.80321 0.25795
C: 0.66387 0.03300 0.22576
N: 0.41983 1.21878 -0.65429
H: -1.46620 -0.18595 0.54874
H: -0.47208 -1.60580 0.98834
H: -0.84943 -1.24864 -0.73788
H: 1.50026 -0.56631 -0.18435
H: 0.96772 0.32639 1.24817
H: 0.00687 0.91224 -1.50678
H: -0.17144 1.91949 -0.18566



Relative energy of each structure, in kJ/mol: #w 226.8; #x 0.0.